Entry 1:
ORCA calculation (ωB97M-V/def2-TZVPD) on 14 unconnected molecules or ions with the total composition C58H158N14O15 at a distorted geometry.

```
! RIJCOSX wB97M-V def2-TZVPD def2/J DEFGRID3
* xyz 0 1
C 12.695 8.656 22.402
C 11.800 9.820 22.744
C 11.936 11.093 21.886
O 13.269 11.517 21.882
C 13.447 12.789 21.343
N 10.419 9.477 22.894
H 12.635 8.517 21.336
H 12.295 7.729 22.883
H 13.699 8.886 22.663
H 12.144 10.095 23.717
H 11.187 11.889 22.189
H 11.621 10.901 20.819
H 12.642 13.048 20.677
H 14.353 12.801 20.681
H 13.491 13.591 22.121
H 10.172 9.240 23.880
H 10.146 8.664 22.347
C 14.751 13.069 9.521
C 14.935 13.491 10.923
C 16.120 12.770 11.648
O 16.093 13.019 13.052
C 17.197 12.473 13.743
N 15.137 14.940 11.025
H 13.949 13.729 9.113
H 14.417 12.052 9.423
H 15.688 13.230 8.914
H 14.022 13.251 11.511
H 17.067 13.227 11.281
H 16.088 11.694 11.396
H 16.836 12.115 14.737
H 17.948 13.236 13.944
H 17.615 11.615 13.206
H 16.024 15.306 10.650
H 15.068 15.310 11.969
C 11.272 17.020 10.598
C 10.568 15.799 10.144
C 9.250 16.027 9.619
O 8.346 16.076 10.691
C 7.100 16.603 10.259
N 11.237 15.348 8.870
H 10.765 17.908 10.202
H 12.305 17.034 10.256
H 11.179 17.066 11.686
H 10.598 15.034 10.906
H 8.874 15.282 8.975
H 9.155 16.908 9.005
H 6.584 15.956 9.563
H 7.328 17.648 9.951
H 6.463 16.692 11.139
H 10.868 14.397 8.600
H 12.280 15.207 9.069
C 20.857 20.175 19.869
C 19.778 20.727 20.860
C 20.462 21.530 21.973
O 19.531 22.153 22.887
C 18.849 21.149 23.618
N 18.769 21.401 20.080
H 21.579 19.537 20.411
H 21.357 20.997 19.450
H 20.319 19.537 19.154
H 19.139 19.878 21.169
H 21.040 22.268 21.420
H 21.149 20.862 22.541
H 18.144 20.520 23.025
H 18.325 21.734 24.400
H 19.458 20.446 24.196
H 17.962 21.593 20.614
H 19.181 22.258 19.787
C 13.307 14.595 17.036
C 13.730 14.371 15.514
C 12.816 15.202 14.573
O 11.440 15.193 14.878
C 10.630 14.022 14.573
N 15.154 14.562 15.336
H 14.023 14.090 17.637
H 12.281 14.203 17.270
H 13.300 15.669 17.240
H 13.506 13.337 15.306
H 13.114 14.838 13.574
H 13.118 16.241 14.579
H 11.147 13.141 14.899
H 10.340 14.054 13.546
H 9.794 14.123 15.242
H 15.588 13.950 15.994
H 15.401 14.081 14.440
C 21.395 10.607 18.657
C 22.205 11.933 18.894
C 22.630 12.417 17.495
O 23.323 11.377 16.821
C 23.094 11.445 15.459
N 21.442 12.934 19.607
H 20.708 10.716 17.735
H 20.737 10.280 19.431
H 22.021 9.746 18.476
H 23.099 11.664 19.489
H 23.220 13.393 17.566
H 21.699 12.553 16.946
H 23.852 10.782 14.951
H 23.142 12.529 15.061
H 22.098 11.081 15.190
H 21.365 12.681 20.604
H 20.454 12.896 19.313
C 17.688 17.449 6.289
C 17.961 17.702 7.808
C 17.227 16.707 8.620
O 17.585 16.756 10.032
C 17.012 17.845 10.723
N 19.372 17.657 8.096
H 17.596 16.364 6.113
H 18.549 17.778 5.669
H 16.776 17.928 5.943
H 17.638 18.694 8.216
H 17.540 15.694 8.270
H 16.162 16.880 8.454
H 16.859 17.433 11.746
H 16.005 17.962 10.293
H 17.610 18.732 10.738
H 19.647 17.574 9.059
H 19.951 18.358 7.747
C 19.563 19.775 15.784
C 18.479 20.847 15.649
C 17.022 20.332 15.787
O 16.590 19.489 14.786
C 15.863 19.986 13.741
N 18.712 21.805 16.753
H 19.340 18.844 15.283
H 19.736 19.613 16.806
H 20.572 20.080 15.390
H 18.539 21.391 14.755
H 16.299 21.195 15.918
H 16.951 19.744 16.747
H 16.169 19.428 12.828
H 16.196 21.020 13.596
H 14.778 19.937 13.832
H 18.833 21.426 17.694
H 19.464 22.364 16.583
C 16.202 18.490 20.687
C 15.867 17.040 20.602
C 15.679 16.397 21.992
O 16.840 16.380 22.725
C 16.769 16.079 24.100
N 14.519 16.927 19.934
H 16.272 18.958 19.753
H 17.173 18.486 21.240
H 15.398 18.931 21.299
H 16.691 16.517 20.009
H 15.452 15.273 21.846
H 14.890 16.955 22.422
H 17.799 15.755 24.330
H 16.077 15.222 24.275
H 16.401 16.912 24.667
H 14.390 15.979 19.609
H 14.582 17.467 19.081
C 20.270 13.027 23.914
C 19.373 13.652 22.850
C 20.023 14.844 22.195
O 20.162 15.812 23.265
C 20.140 17.152 22.870
N 19.106 12.738 21.686
H 21.056 12.508 23.397
H 19.673 12.360 24.508
H 20.631 13.883 24.459
H 18.456 13.924 23.354
H 19.489 15.203 21.371
H 21.021 14.624 21.873
H 20.937 17.331 22.067
H 20.210 17.833 23.704
H 19.247 17.421 22.309
H 18.658 13.236 20.911
H 18.465 11.997 21.891
C 20.425 15.718 11.694
C 21.494 16.784 11.522
C 21.063 18.088 12.161
O 20.366 18.961 11.300
C 19.897 20.083 11.930
N 22.839 16.373 12.047
H 20.407 14.848 10.983
H 19.464 16.101 11.742
H 20.522 15.183 12.646
H 21.672 17.095 10.434
H 21.994 18.544 12.645
H 20.399 17.923 13.027
H 20.699 20.670 12.267
H 19.209 19.887 12.764
H 19.361 20.677 11.193
H 22.663 15.602 12.737
H 23.374 15.924 11.337
C 11.733 19.651 18.583
C 11.577 19.487 17.082
C 11.867 18.011 16.799
O 13.227 17.670 17.073
C 14.165 18.155 16.195
N 10.246 19.791 16.530
H 12.697 19.235 18.923
H 11.011 19.066 19.171
H 11.604 20.704 18.929
H 12.285 20.172 16.553
H 11.671 17.892 15.767
H 11.179 17.333 17.343
H 14.314 19.297 16.328
H 13.934 18.011 15.122
H 15.051 17.602 16.309
H 10.052 20.779 16.617
H 9.563 19.352 17.219
C 24.586 16.948 19.148
C 23.089 17.225 18.817
C 22.666 17.031 17.421
O 23.542 17.719 16.552
C 23.133 17.512 15.192
N 22.130 16.470 19.639
H 25.351 17.504 18.525
H 24.756 15.851 19.115
H 24.794 17.292 20.196
H 22.870 18.304 19.088
H 21.530 17.413 17.398
H 22.690 15.972 17.183
H 22.257 18.080 14.989
H 22.944 16.468 14.934
H 23.907 17.861 14.485
H 22.233 15.480 19.360
H 22.438 16.572 20.598
C 15.920 11.489 17.773
O 16.548 12.729 17.543
C 17.137 13.259 18.768
C 18.095 14.282 18.318
N 17.635 15.489 17.650
C 18.785 16.214 17.285
C 19.489 15.695 16.015
O 18.606 15.334 14.959
C 17.940 16.390 14.422
H 16.654 10.718 17.980
H 15.274 11.264 16.936
H 15.221 11.508 18.659
H 17.699 12.449 19.232
H 16.347 13.721 19.386
H 18.742 13.700 17.679
H 18.765 14.669 19.072
H 16.957 15.445 16.887
H 19.478 16.300 18.129
H 18.528 17.287 17.176
H 20.162 14.834 16.204
H 20.134 16.541 15.617
H 17.118 16.738 15.033
H 17.489 16.032 13.425
H 18.662 17.202 14.261
*
```

Summary:
HOMO-LUMO gap = 9.00 eV
total energy = -114269.8750 eV

Results of the Mulliken charge analysis, in e, for atoms 1 through 8: C -1.497; C 0.517; C -0.626; O -0.272; C -0.537; N -0.638; H 0.337; H 0.388

Entry 2:
ORCA calculation (ωB97M-V/def2-TZVPD) on 2 unconnected molecules or ions with the total composition C4H4O2 at a distorted geometry.

```
! RIJCOSX wB97M-V def2-TZVPD def2/J DEFGRID3
* xyz 0 1
C 0.004 -0.946 0.300
C 1.109 0.028 -0.143
C 0.457 1.290 -0.722
C -0.240 2.239 -0.939
H -1.448 0.317 -0.085
H 1.975 -0.647 -0.553
H 1.403 0.636 1.134
H -0.499 3.359 -0.934
O -1.177 -0.322 0.490
O 0.001 -2.095 0.693
*
```

Summary:
HOMO-LUMO gap = 10.64 eV
total energy = -8303.6514 eV

Results of the Mulliken charge analysis, in e, for atoms 1 through 8: C 0.450; C -0.229; C -0.374; C -0.058; H 0.299; H 0.315; H 0.244; H 0.296

Entry 3:
ORCA calculation (ωB97M-V/def2-TZVPD) on a gas-phase ion, C4H9NP (charge +1).

```
! RIJCOSX wB97M-V def2-TZVPD def2/J DEFGRID3
* xyz 1 1
C -0.195 -1.197 0.100
C 1.716 0.463 -0.569
C 1.028 -0.347 0.458
C -1.144 -0.278 -0.578
N 0.784 1.082 0.348
P -2.586 0.284 0.048
H 0.116 -2.009 -0.558
H -0.608 -1.617 1.016
H 2.775 0.644 -0.453
H 1.394 0.426 -1.600
H 1.618 -0.739 1.280
H -0.909 -0.027 -1.607
H 1.209 1.665 1.060
H -2.989 1.464 -0.540
H -2.697 0.219 1.425
*
```

Summary:
HOMO-LUMO gap = 7.92 eV
total energy = -15062.6780 eV

Results of the Mulliken charge analysis, in e, for atoms 1 through 8: C -0.711; C -0.398; C 0.041; C 0.027; N -0.462; P 0.103; H 0.262; H 0.396

Entry 4:
ORCA calculation (ωB97M-V/def2-TZVPD) on a molecular structure, C44H63Br66NO3S at a distorted geometry.

```
! RIJCOSX wB97M-V def2-TZVPD def2/J DEFGRID3
* xyz 0 1
C -5.040 -0.510 1.273
C -4.207 -0.172 0.020
C -3.648 -1.460 -0.612
C -2.328 -1.363 -1.411
C -1.367 -0.235 -1.033
C -0.378 -0.461 0.145
C 0.788 -1.348 -0.360
C 2.217 -1.066 0.163
C 2.849 -2.172 1.010
O 2.940 -1.765 2.397
C 3.557 -2.676 3.185
C 2.905 -2.860 4.512
O 4.563 -3.256 2.854
N 0.027 0.899 0.529
C 0.101 1.096 1.889
O 0.442 2.154 2.379
C -0.283 -0.187 2.610
C -1.298 0.147 3.712
S -0.698 1.042 5.162
C 0.624 -0.013 5.803
C 1.958 0.736 5.835
C -0.991 -0.942 1.472
C -1.290 -2.433 1.685
C -0.332 -3.153 2.629
C -0.588 -4.661 2.657
C 0.608 -5.467 3.157
C -1.888 -4.998 3.369
H -5.471 -1.509 1.212
H -4.374 -0.535 2.140
H -5.805 0.235 1.477
H -3.432 0.514 0.343
H -4.899 0.292 -0.684
H -3.605 -2.232 0.153
H -4.417 -1.803 -1.306
H -2.550 -1.314 -2.475
H -1.782 -2.301 -1.283
H -1.886 0.708 -0.889
H -0.713 -0.074 -1.892
H 0.832 -1.285 -1.445
H 0.579 -2.396 -0.140
H 2.867 -0.953 -0.705
H 2.303 -0.137 0.727
H 3.876 -2.320 0.676
H 2.312 -3.119 0.929
H 1.824 -2.920 4.410
H 3.288 -3.749 4.997
H 3.110 -1.990 5.133
H 0.791 1.307 0.003
H 0.609 -0.660 3.020
H -2.050 0.816 3.296
H -1.796 -0.764 4.049
H 0.693 -0.922 5.209
H 0.356 -0.280 6.822
H 2.031 1.461 5.024
H 2.103 1.239 6.788
H 2.793 0.043 5.728
H -1.979 -0.472 1.494
H -1.311 -2.957 0.727
H -2.300 -2.518 2.087
H -0.522 -2.785 3.643
H 0.704 -2.966 2.357
H -0.737 -4.944 1.608
H 1.548 -5.092 2.754
H 0.510 -6.493 2.800
H 0.628 -5.528 4.246
H -1.954 -6.062 3.593
H -2.713 -4.769 2.698
H -2.024 -4.432 4.292
C 4.911 3.570 3.330
Br 3.276 3.053 2.481
Br 5.944 4.754 2.214
Br 4.615 4.315 5.076
H 5.495 2.670 3.463
C 4.351 -3.182 -2.959
Br 4.157 -4.359 -1.460
Br 2.682 -2.717 -3.770
Br 5.401 -1.629 -2.507
H 4.911 -3.734 -3.708
C 3.873 1.795 -2.847
Br 2.268 1.146 -3.680
Br 4.827 3.060 -3.927
Br 3.540 2.495 -1.093
H 4.525 0.939 -2.740
C -6.922 -3.885 -2.674
Br -5.191 -4.614 -2.276
Br -8.303 -4.691 -1.600
Br -6.892 -1.977 -2.460
H -7.150 -4.108 -3.707
C 4.850 -7.626 0.665
Br 6.092 -8.560 1.796
Br 3.334 -8.721 0.214
Br 4.318 -5.952 1.441
H 5.366 -7.402 -0.258
C 7.162 1.492 -6.927
Br 6.466 0.270 -5.617
Br 8.485 0.647 -8.029
Br 5.768 2.293 -7.978
H 7.649 2.291 -6.385
C -6.597 -4.647 1.655
Br -7.118 -6.489 1.781
Br -7.227 -3.611 3.141
Br -4.701 -4.453 1.417
H -7.071 -4.242 0.771
C 1.610 -0.925 -7.672
Br 0.313 0.379 -7.111
Br 3.348 -0.566 -6.947
Br 1.027 -2.708 -7.244
H 1.684 -0.862 -8.748
C -10.642 0.129 -3.429
Br -10.503 -1.670 -2.765
Br -8.928 0.815 -3.971
Br -11.944 0.280 -4.833
H -10.983 0.743 -2.608
C 5.341 -4.553 8.110
Br 5.793 -5.709 6.646
Br 4.926 -2.782 7.490
Br 3.920 -5.284 9.177
H 6.213 -4.479 8.743
C 8.349 4.549 -2.812
Br 7.977 4.580 -4.702
Br 7.004 5.470 -1.799
Br 8.584 2.747 -2.183
H 9.281 5.075 -2.665
C 8.235 -8.294 8.918
Br 9.385 -9.399 9.987
Br 6.699 -9.262 8.293
Br 7.726 -6.697 9.863
H 8.799 -7.985 8.050
C -7.227 3.953 -6.802
Br -6.270 2.881 -5.524
Br -8.603 2.937 -7.676
Br -7.926 5.549 -5.993
H -6.518 4.257 -7.558
C 8.770 -0.059 0.703
Br 7.645 1.366 1.329
Br 10.458 -0.087 1.620
Br 7.869 -1.754 0.801
H 8.977 0.132 -0.341
C 6.266 -5.573 -5.690
Br 5.611 -6.251 -4.009
Br 4.811 -5.053 -6.831
Br 7.489 -4.116 -5.413
H 6.806 -6.371 -6.179
C -2.952 4.771 -4.130
Br -2.614 5.179 -2.280
Br -1.537 3.715 -4.884
Br -4.662 3.928 -4.374
H -2.975 5.710 -4.664
C -5.204 8.003 -2.408
Br -6.767 7.189 -3.166
Br -4.320 9.153 -3.672
Br -5.597 8.924 -0.771
H -4.512 7.207 -2.171
C -10.182 -1.089 2.637
Br -9.316 0.276 1.598
Br -11.690 -0.400 3.607
Br -10.665 -2.595 1.550
H -9.463 -1.439 3.365
C -6.832 10.892 2.614
Br -5.759 10.194 4.046
Br -8.352 9.770 2.255
Br -7.355 12.712 2.938
H -6.218 10.892 1.725
C 7.488 -0.319 -12.162
Br 9.005 -1.420 -11.732
Br 6.028 -0.641 -10.959
Br 7.960 1.543 -12.208
H 7.160 -0.594 -13.154
C -5.183 12.913 -4.197
Br -6.889 12.956 -5.079
Br -3.983 14.236 -4.906
Br -5.368 13.070 -2.293
H -4.748 11.945 -4.394
C -3.880 9.686 7.630
Br -2.918 11.129 6.801
Br -5.742 10.111 7.837
Br -3.641 8.038 6.671
H -3.466 9.549 8.618
*
```

Summary:
HOMO-LUMO gap = 7.51 eV
total energy = -4687913.3588 eV

Results of the Mulliken charge analysis, in e, for atoms 1 through 8: C -0.692; C -0.399; C 2.155; C -1.599; C -1.993; C 1.627; C -0.783; C -0.074